[1]
The molecule C21H22N2O3S, computed with ωB97M-V/def2-TZVPD.

Output
orbital gap = 8.6 eV
electronic energy = -42093.113 eV
HOMO energy = -8.5 eV

Element x y z (Å)
C: 0.1354 -4.8880 -4.9564
C: -0.1889 -3.9066 -3.8749
C: 0.6639 -3.7101 -2.8074
C: 0.3461 -2.7943 -1.8034
N: 1.1762 -2.5913 -0.7366
C: 0.9552 -1.7256 0.3140
O: 1.7607 -1.6655 1.2251
C: -0.2809 -0.9508 0.2199
C: -1.1248 -1.1313 -0.8208
C: -0.8513 -2.0585 -1.8700
C: -1.7058 -2.2671 -2.9599
C: -1.3802 -3.1716 -3.9395
H: -2.0458 -3.3262 -4.7755
H: -2.6257 -1.7046 -3.0167
H: -2.0456 -0.5659 -0.8751
C: -0.5563 0.0347 1.3219
N: 0.4218 1.1034 1.3360
C: 0.9639 1.6291 2.4639
O: 1.6137 2.6624 2.4518
C: 0.7613 0.8913 3.7316
C: 1.1599 -0.3683 4.0730
C: 0.9132 -0.6681 5.4300
C: 0.3392 0.3665 6.0966
S: 0.1035 1.7395 5.0900
H: 0.0376 0.4111 7.1242
H: 1.1543 -1.6126 5.8842
H: 1.6232 -1.0422 3.3743
C: 0.5948 1.8433 0.1053
H: 0.8988 1.1635 -0.6966
H: 1.3941 2.5624 0.2941
C: -0.6903 2.5934 -0.3208
H: -1.3893 1.8925 -0.7882
C: -0.3531 3.7809 -1.2304
H: -1.2187 4.0264 -1.8462
C: -0.0736 4.9007 -0.2207
H: 0.9958 5.0262 -0.0607
C: -0.7503 4.4080 1.0739
H: -1.5429 5.0738 1.4220
O: -1.3614 3.1598 0.7795
H: -0.0128 4.2824 1.8742
H: -0.4847 5.8521 -0.5522
H: 0.4939 3.5722 -1.8800
H: -1.5585 0.4626 1.1928
H: -0.5138 -0.4802 2.2835
H: 2.0321 -3.1317 -0.6800
H: 1.5877 -4.2671 -2.7388
H: -0.6379 -5.6530 -5.0139
H: 0.1752 -4.3857 -5.9219
H: 1.0912 -5.3718 -4.7750

These are the natural (NBO) partial charges, in e, on atoms 1 to 8: atom 1 (C): -0.63, atom 2 (C): 0.03, atom 3 (C): -0.27, atom 4 (C): 0.28, atom 5 (N): -0.58, atom 6 (C): 0.64, atom 7 (O): -0.63, atom 8 (C): -0.13

***

[2]
A structure of composition C21H22N2O4S2, computed with ωB97M-V/def2-TZVPD.

Output
orbital gap = 9.0 eV
electronic energy = -54974.567 eV
HOMO energy = -8.7 eV

Element x y z (Å)
C: -3.6640 1.0034 3.3447
H: -2.9465 1.5274 3.9843
O: -3.0175 0.2969 2.3129
C: -2.2869 0.9895 1.4049
C: -2.1055 2.3701 1.4133
C: -1.3352 2.9657 0.4287
C: -0.7314 2.2146 -0.5605
C: -0.9065 0.8326 -0.5629
C: -1.6886 0.2257 0.4018
H: -1.8436 -0.8388 0.3851
N: -0.2789 0.0387 -1.5491
C: 0.4074 -1.0564 -1.2214
N: 0.5958 -1.4462 -0.0006
C: 1.4428 -2.4919 0.1260
O: 1.9813 -3.0177 -0.8506
C: 1.6957 -2.9639 1.5312
H: 2.7152 -3.3514 1.5724
C: 1.4675 -1.8648 2.5737
C: 2.2798 -0.6374 2.2658
C: 3.6685 -0.6863 2.2634
C: 4.4143 0.4331 1.9410
C: 3.7809 1.6207 1.6165
C: 2.3982 1.6826 1.6275
C: 1.6549 0.5623 1.9536
H: 0.5771 0.6149 1.9537
H: 1.8928 2.6056 1.3797
H: 4.3636 2.4935 1.3593
H: 5.4935 0.3787 1.9407
H: 4.1733 -1.6077 2.5171
H: 1.7427 -2.2576 3.5562
H: 0.4105 -1.6006 2.5848
H: 1.0173 -3.8000 1.7218
S: 1.1343 -1.8772 -2.5758
C: 0.2028 -0.7776 -3.7699
C: -0.9432 -1.5586 -4.3874
H: -0.8648 -2.6255 -4.1997
H: -1.0749 -1.3737 -5.4496
S: -2.4311 -0.9060 -3.5702
O: -2.6187 -1.5098 -2.2852
O: -3.5481 -0.8867 -4.4708
C: -1.7209 0.7626 -3.3679
H: -1.7699 1.2553 -4.3336
C: -0.3028 0.4256 -2.9517
H: 0.3702 1.2834 -3.0960
H: -2.2661 1.3227 -2.6157
H: 0.9135 -0.4598 -4.5328
H: -0.1183 2.6954 -1.3062
H: -1.1992 4.0368 0.4420
H: -2.5543 2.9877 2.1743
H: -4.3909 1.7194 2.9484
H: -4.1862 0.2507 3.9329

These are the natural (NBO) partial charges, in e, on atoms 1 to 8: atom 1 (C): -0.25, atom 2 (H): 0.18, atom 3 (O): -0.49, atom 4 (C): 0.31, atom 5 (C): -0.31, atom 6 (C): -0.18, atom 7 (C): -0.27, atom 8 (C): 0.15

***

[3]
The molecule C21H22N2O5, computed with ωB97M-V/def2-TZVPD.

Output
orbital gap = 8.8 eV
electronic energy = -35352.983 eV
HOMO energy = -8.3 eV

Element x y z (Å)
C: -0.4957 -5.0247 3.4918
H: -1.1292 -5.7268 2.9399
O: 0.3319 -4.2852 2.6269
C: -0.2513 -3.4752 1.7036
C: -1.6194 -3.3177 1.5226
C: -2.1044 -2.4580 0.5512
C: -1.2423 -1.7268 -0.2596
C: 0.1322 -1.9054 -0.0887
C: 0.6152 -2.7615 0.8745
H: 1.6773 -2.8962 1.0044
H: 0.8241 -1.3847 -0.7268
N: -1.7541 -0.8454 -1.2294
C: -1.0482 -0.1803 -2.1843
O: 0.1560 -0.1502 -2.3173
C: -2.0433 0.5537 -3.0705
H: -1.6268 1.4911 -3.4323
H: -2.2769 -0.0790 -3.9296
C: -3.2526 0.7136 -2.1617
C: -3.1179 1.8993 -1.2135
O: -4.0496 2.4581 -0.7028
O: -1.8349 2.1811 -0.9813
C: -1.5239 3.1618 0.0028
H: -1.1917 4.0757 -0.5022
H: -2.4135 3.3943 0.5964
C: -0.3984 2.6871 0.9335
O: -0.2638 3.1720 2.0362
N: 0.3812 1.7300 0.4153
H: 0.2388 1.4205 -0.5346
C: 1.5488 1.2175 1.1053
C: 2.8180 1.5915 0.3818
C: 3.0263 1.1682 -0.9262
C: 4.1837 1.5202 -1.5975
C: 5.1453 2.2948 -0.9704
C: 4.9422 2.7212 0.3306
C: 3.7822 2.3740 1.0016
H: 3.6222 2.7140 2.0144
H: 5.6867 3.3291 0.8236
H: 6.0493 2.5671 -1.4951
H: 4.3352 1.1872 -2.6138
H: 2.2819 0.5675 -1.4279
H: 1.5356 1.6480 2.1087
H: 1.4621 0.1274 1.1792
H: -4.2063 0.7974 -2.6830
C: -3.1764 -0.5623 -1.3055
H: -3.5957 -0.3999 -0.3096
H: -3.7125 -1.3883 -1.7886
H: -3.1737 -2.3830 0.4375
H: -2.3282 -3.8603 2.1277
H: -1.1244 -4.3702 4.1039
H: 0.1789 -5.5827 4.1389

These are the natural (NBO) partial charges, in e, on atoms 1 to 8: atom 1 (C): -0.25, atom 2 (H): 0.17, atom 3 (O): -0.49, atom 4 (C): 0.29, atom 5 (C): -0.31, atom 6 (C): -0.17, atom 7 (C): 0.10, atom 8 (C): -0.22

***

[4]
The molecule C21H22N2O5S, computed with ωB97M-V/def2-TZVPD.

Output
orbital gap = 8.4 eV
electronic energy = -46185.634 eV
HOMO energy = -8.6 eV

Element x y z (Å)
C: 0.2633 0.9186 1.1727
C: -0.4757 0.2780 2.0584
C: -1.9305 -0.0692 1.9031
N: -2.4520 0.0762 0.5615
C: -3.2270 1.2012 0.2403
C: -2.8341 2.4640 0.6808
C: -3.5917 3.5763 0.3630
C: -4.7411 3.4495 -0.3976
C: -5.1378 2.1943 -0.8266
C: -4.3965 1.0726 -0.5018
H: -4.7182 0.0943 -0.8176
H: -6.0409 2.0816 -1.4074
H: -5.3262 4.3213 -0.6482
H: -3.2752 4.5490 0.7101
H: -1.9358 2.5742 1.2683
S: -2.6565 -1.3808 -0.2476
O: -3.6093 -2.2071 0.4394
O: -2.8511 -1.1194 -1.6385
C: -1.0286 -2.1074 -0.0282
C: 0.0371 -1.5056 -0.6607
C: 1.3170 -2.0119 -0.4526
C: 1.4956 -3.1383 0.3498
C: 0.4080 -3.7569 0.9390
C: -0.8629 -3.2306 0.7609
H: -1.7335 -3.6754 1.2181
H: 0.5487 -4.6379 1.5460
H: 2.4975 -3.5130 0.4969
C: 2.5134 -1.3257 -0.9953
O: 3.6515 -1.6459 -0.7236
O: 2.1988 -0.2923 -1.7699
C: 3.2557 0.5064 -2.2967
H: 4.1088 -0.1277 -2.5610
H: 2.8476 0.9973 -3.1806
C: 3.6879 1.5822 -1.2802
O: 3.4548 2.7587 -1.4454
N: 4.3257 1.0681 -0.2148
C: 4.7359 1.8590 0.8994
C: 4.5465 1.3127 2.2834
C: 5.9254 1.4285 1.6983
H: 6.5883 2.1885 2.0800
H: 6.4259 0.5179 1.4063
H: 4.2564 1.9921 3.0692
H: 4.1232 0.3238 2.3806
H: 4.5648 2.9107 0.7125
H: 4.4914 0.0694 -0.1641
H: -0.1337 -0.6577 -1.3022
H: -2.0888 -1.1115 2.2029
H: -2.5182 0.5536 2.5907
H: -0.0567 -0.0316 3.0073
H: 1.2983 1.1507 1.3578
H: -0.1395 1.2478 0.2304

These are the natural (NBO) partial charges, in e, on atoms 1 to 8: atom 1 (C): -0.40, atom 2 (C): -0.18, atom 3 (C): -0.28, atom 4 (N): -0.71, atom 5 (C): 0.24, atom 6 (C): -0.28, atom 7 (C): -0.18, atom 8 (C): -0.23

***

[5]
The molecule C21H22N2O5S, computed with ωB97M-V/def2-TZVPD.

Output
orbital gap = 8.9 eV
electronic energy = -46185.949 eV
HOMO energy = -8.8 eV

Element x y z (Å)
C: 1.3029 2.8167 0.3663
H: 1.3385 3.8921 0.5524
H: 0.9773 2.6357 -0.6590
H: 2.2806 2.3736 0.5409
O: 0.4049 2.2065 1.2837
C: -0.8781 2.1212 0.9287
O: -1.3133 2.5056 -0.1252
C: -1.6891 1.4561 2.0154
C: -1.5839 -0.0703 1.8814
N: -2.0770 -0.5376 0.6052
C: -3.4875 -0.6082 0.4421
C: -4.1726 -1.7676 0.7793
C: -5.5417 -1.8364 0.5916
C: -6.2290 -0.7471 0.0824
C: -5.5442 0.4100 -0.2489
C: -4.1726 0.4821 -0.0779
H: -3.6274 1.3735 -0.3471
H: -6.0779 1.2582 -0.6515
H: -7.2980 -0.8019 -0.0609
H: -6.0728 -2.7419 0.8445
H: -3.6183 -2.6082 1.1688
S: -1.1897 -1.8032 -0.0547
O: -0.6751 -2.6452 0.9889
O: -1.9780 -2.4144 -1.0829
C: 0.1904 -0.9124 -0.7807
C: 1.4296 -1.1213 -0.2134
C: 2.5589 -0.4918 -0.7361
C: 2.4042 0.3333 -1.8515
C: 1.1552 0.5344 -2.4026
C: 0.0149 -0.0732 -1.8763
C: -1.3282 0.2115 -2.4509
H: -1.7702 1.0465 -1.9065
H: -1.9829 -0.6480 -2.3471
H: -1.2472 0.4929 -3.4982
H: 1.0510 1.1807 -3.2620
H: 3.2648 0.8227 -2.2804
C: 3.8587 -0.6962 -0.1290
C: 5.1226 -0.3001 -0.4942
C: 5.9568 -0.8207 0.5257
N: 5.2361 -1.4603 1.4105
O: 3.9449 -1.3926 1.0203
C: 7.4302 -0.7030 0.6460
H: 7.7214 0.3454 0.6856
H: 7.7617 -1.2046 1.5499
H: 7.9131 -1.1578 -0.2173
H: 5.4245 0.2625 -1.3518
H: 1.5116 -1.7891 0.6298
H: -2.1340 -0.5397 2.7078
H: -0.5388 -0.3778 1.9488
H: -2.7310 1.7610 1.9215
H: -1.2961 1.7484 2.9883

These are the natural (NBO) partial charges, in e, on atoms 1 to 8: atom 1 (C): -0.27, atom 2 (H): 0.19, atom 3 (H): 0.21, atom 4 (H): 0.20, atom 5 (O): -0.51, atom 6 (C): 0.81, atom 7 (O): -0.61, atom 8 (C): -0.51

***

- What is the HOMO energy in the first record?
  -8.5 eV

***

- What is the electronic energy in the third record?
  -35352.983 eV

***

- Look up the electronic energy of the fifth one.
  -46185.949 eV